Here is a gas-phase ion, C16H25N2O2 (charge +1) from OMol25. Energies are from the ωB97M-V functional and the def2-TZVPD basis.

Values from the calculation:
F_max	3.44	eV Å⁻¹
HOMO level	-12.1	eV
relative energy (zero: lowest compared OMol25 entry of this formula, charge and spin)	124.31	kJ/mol
frontier orbital gap	9.42	eV
SMILES	CCOC(=O)C[NH2+][C@@H](c1ccccc1)N1CCCCC1
electronic energy	-24066.229	eV
charge	+1

```
45
Properties=species:S:1:pos:R:3:forces:R:3:nbo_charge:R:1
C -2.263 -5.861 0.004 0.1371 -0.2806 0.0990 -0.635
C -3.004 -4.620 0.457 0.5154 0.0440 -0.2145 -0.073
O -2.273 -3.470 -0.148 -0.5145 1.1480 0.1865 -0.505
C -2.257 -2.277 0.475 -0.1528 -1.4272 1.2833 0.770
O -2.486 -2.083 1.652 0.2452 0.0054 -0.9659 -0.580
C -1.920 -1.126 -0.441 0.3173 0.2770 -0.2596 -0.320
N -1.033 -0.084 0.285 -1.7469 -0.7598 0.4862 -0.537
C 0.097 0.547 -0.505 3.3230 0.7420 -0.4895 0.101
C -0.411 1.857 -1.088 -0.0736 -0.2380 0.0131 -0.002
C 0.296 3.062 -0.984 -0.2131 0.1429 -0.0896 -0.216
C -0.368 4.261 -1.269 -0.1828 -0.4949 -0.1985 -0.193
C -1.695 4.224 -1.719 0.0036 -0.1834 0.2307 -0.179
C -2.340 3.007 -1.965 0.2848 -0.2341 0.0460 -0.198
C -1.673 1.809 -1.686 -0.0594 0.8207 -0.0024 -0.265
N 1.375 0.695 0.211 -0.8063 0.5404 -0.9226 -0.467
C 2.356 -0.365 0.101 0.1942 -1.0589 0.0655 -0.207
C 3.844 0.039 0.304 -0.2865 -0.1098 -0.5934 -0.404
C 4.075 0.952 1.488 -0.2171 -0.0294 0.0949 -0.407
C 3.066 2.080 1.491 -0.5500 0.3923 -0.3472 -0.400
C 1.596 1.582 1.347 -0.1065 0.2618 1.0577 -0.233
H -2.815 -6.744 0.342 -0.0139 0.1243 -0.0699 0.236
H -2.176 -5.922 -1.092 -0.0339 0.1272 0.4055 0.226
H -1.264 -5.932 0.461 -0.2831 0.1725 -0.2321 0.222
H -4.023 -4.605 0.034 0.4122 0.2231 0.3462 0.203
H -2.997 -4.520 1.550 -0.1477 0.1245 -0.4262 0.217
H -1.420 -1.466 -1.358 -0.1736 0.2530 0.3246 0.253
H -2.893 -0.642 -0.666 0.7091 -0.2360 -0.0820 0.262
H -1.704 0.647 0.566 0.5243 -0.0336 0.0801 0.452
H -0.679 -0.494 1.156 -0.0120 -0.1112 -0.1025 0.460
H 0.318 -0.179 -1.308 -0.1712 0.2516 0.3080 0.224
H 1.355 3.064 -0.701 -0.6397 -0.0163 0.0312 0.237
H 0.143 5.214 -1.116 -0.1763 -0.3046 -0.1570 0.236
H -2.241 5.148 -1.868 0.0947 -0.0228 -0.0822 0.232
H -3.365 2.966 -2.336 0.3647 0.1806 -0.0590 0.233
H -2.095 0.844 -1.978 -0.1233 0.4325 0.2512 0.205
H 2.263 -0.794 -0.909 0.0397 -0.0669 0.3477 0.204
H 2.119 -1.163 0.840 0.1902 0.0929 -0.2505 0.162
H 4.234 0.504 -0.615 -0.2882 0.0388 0.1998 0.210
H 4.428 -0.878 0.430 -0.1997 0.0034 -0.0722 0.228
H 3.993 0.393 2.419 -0.0564 -0.1302 0.1221 0.203
H 5.084 1.354 1.454 0.1035 0.0166 0.0329 0.229
H 3.167 2.671 2.409 -0.2755 -0.1887 -0.0819 0.229
H 3.295 2.787 0.682 -0.0970 -0.1875 -0.0780 0.201
H 0.940 2.464 1.294 0.1263 -0.4479 0.0204 0.222
H 1.353 1.054 2.297 0.0157 0.1464 -0.2560 0.170
```
Positions in Å, forces in eV/Å.